This record from OMol25 describes the ion C21H36F3N4O7 with charge +1. The level of theory is ωB97M-V/def2-TZVPD.

As for the spin multiplicity: 1. Its charge is +1. The value obtained for the HOMO-LUMO gap is 8.4 eV. Its SMILES is CC(=O)OCCCC[C@@H]1[NH2+][C@H](CON=O)[C@](CCN)(CCOC=O)[C@@]1(CC(=O)N(C)C)C(F)(F)F.

Atoms and positions in Å:
C (3.3620, -3.8481, -0.1642)
C (3.9823, -2.4828, -0.2405)
O (4.3573, -1.8671, 0.7227)
O (4.1783, -1.9722, -1.4973)
C (2.9932, -1.7245, -2.2560)
C (2.9867, -0.2522, -2.6552)
C (3.0380, 0.6902, -1.4408)
C (1.7552, 1.5139, -1.2183)
C (0.5230, 0.6360, -0.9971)
N (-0.5925, 1.0748, -1.9179)
C (-1.6692, 0.0560, -1.6180)
C (-2.9734, 0.4948, -2.2560)
O (-2.7698, 0.5062, -3.6721)
N (-3.6380, -0.4840, -4.3674)
O (-3.2708, -1.5584, -4.1957)
C (-1.5653, -0.3406, -0.0830)
C (-1.3679, -1.8832, -0.1869)
C (-1.7705, -2.8090, 0.9523)
N (-1.4631, -4.1823, 0.5224)
C (-2.9508, -0.0032, 0.5259)
C (-3.2271, -0.0778, 2.0376)
O (-2.0659, -0.4604, 2.7603)
C (-2.3187, -1.0202, 3.9744)
O (-1.7853, -2.0253, 4.3311)
C (-0.2759, 0.5670, 0.3326)
C (-0.8828, 1.9485, 0.6906)
C (-0.0343, 3.2173, 0.7419)
O (-0.3699, 4.1313, 0.0063)
N (1.0673, 3.2665, 1.5978)
C (2.0322, 4.3080, 1.2143)
C (0.6466, 3.4589, 2.9977)
C (0.6693, 0.0476, 1.4653)
F (0.4075, 0.5723, 2.6575)
F (1.9367, 0.3631, 1.1762)
F (0.6495, -1.2821, 1.5829)
H (2.7381, -4.0578, -1.0276)
H (2.7646, -3.8914, 0.7417)
H (4.1633, -4.5808, -0.1087)
H (2.9949, -2.3684, -3.1346)
H (2.1135, -1.9561, -1.6493)
H (2.1203, -0.0695, -3.2946)
H (3.8926, -0.0977, -3.2376)
H (3.8396, 1.4132, -1.5805)
H (3.2855, 0.1557, -0.5327)
H (1.9422, 2.2004, -0.4052)
H (1.5953, 2.1117, -2.1188)
H (0.7168, -0.3725, -1.3570)
H (-0.8561, 2.0575, -1.8195)
H (-0.3491, 0.9501, -2.9013)
H (-1.3343, -0.7625, -2.2501)
H (-3.2493, 1.5131, -1.9745)
H (-3.8024, -0.1533, -1.9813)
H (-0.3250, -2.1043, -0.4118)
H (-1.9432, -2.2299, -1.0493)
H (-1.2324, -2.6224, 1.8666)
H (-2.8378, -2.6868, 1.1766)
H (-2.0710, -4.4391, -0.2480)
H (-1.6874, -4.8165, 1.2792)
H (-3.6372, -0.7093, 0.0603)
H (-3.2951, 0.9771, 0.2059)
H (-4.0350, -0.7840, 2.2250)
H (-3.5819, 0.8900, 2.4004)
H (-3.0162, -0.4452, 4.5946)
H (-1.6239, 2.2053, -0.0585)
H (-1.4325, 1.8632, 1.6251)
H (1.7991, 5.2720, 1.6648)
H (3.0135, 3.9945, 1.5677)
H (2.0775, 4.4338, 0.1387)
H (0.1784, 4.4376, 3.1234)
H (-0.0448, 2.6856, 3.3133)
H (1.5255, 3.4076, 3.6342)

Force components x, y, z for each atom (eV/Å):
C -0.2772 0.3368 0.0078
C 0.3513 0.2944 0.7800
O -0.1450 -0.3339 -0.6300
O -0.1032 0.1721 -0.0064
C 0.0328 0.1056 -0.0560
C 0.4422 -0.3066 0.4985
C -0.3054 0.4313 -0.2185
C 0.4847 -0.3717 -0.1691
C -0.4477 0.7160 -0.2645
N -0.1188 -0.7015 -0.4460
C -0.0128 0.3037 -0.1379
C 0.1104 0.2787 -0.2530
O -0.0197 0.4038 0.2738
N 0.0258 -0.3267 -0.3636
O -0.1390 0.0788 0.1399
C 0.2311 0.1199 -0.8988
C 0.2583 0.0209 0.5989
C -0.1684 -0.3654 -0.1282
N -0.1764 0.3198 0.0517
C -0.0793 -0.0665 0.3028
C -0.1379 0.3480 0.0762
O 0.1467 -0.3187 -0.2539
C 0.3911 -0.5465 0.3290
O -0.0824 0.5374 -0.1428
C -0.4427 -0.1730 0.5251
C 0.2187 0.0683 0.3010
C -0.1173 0.3789 -0.2742
O 0.4905 -0.5898 -0.0989
N -0.4868 0.5777 -0.3486
C 0.2703 -0.1165 0.2696
C 0.1780 -0.3074 0.1295
C -0.1302 -0.1364 -0.3279
F -0.1734 -0.0621 0.0612
F 0.1344 0.1163 0.1163
F -0.1253 -0.0974 0.0109
H 0.0237 -0.1504 -0.0782
H 0.0234 -0.1756 0.0698
H 0.0458 -0.0780 -0.0076
H -0.0624 -0.0586 -0.0531
H -0.0802 -0.1401 0.0071
H -0.0260 0.1027 -0.1658
H -0.1215 0.0642 -0.2899
H 0.0669 0.0042 -0.0015
H 0.1254 -0.1891 0.0101
H -0.1945 0.0848 0.1788
H -0.0946 0.1064 -0.0268
H 0.1810 -0.1553 0.2167
H 0.0136 0.0461 0.3410
H 0.1969 0.1340 -0.0075
H 0.0004 -0.3144 0.2909
H -0.0436 0.0333 0.1108
H 0.0314 -0.1695 0.0060
H 0.0800 -0.0105 -0.1546
H -0.0903 0.0882 -0.0872
H 0.1797 0.1392 0.1513
H -0.0662 0.1201 0.0240
H 0.0272 -0.0987 -0.0309
H 0.1196 -0.0999 0.0046
H 0.0150 -0.0794 -0.0661
H 0.1115 0.0733 -0.0770
H 0.0191 -0.1446 -0.0232
H 0.0571 0.1046 -0.0032
H -0.2236 0.0374 -0.0109
H -0.2342 0.0040 0.0981
H 0.0349 -0.1432 0.1503
H -0.1158 0.1074 -0.0574
H 0.0264 0.0093 0.0781
H -0.1032 -0.0452 -0.0950
H -0.0118 0.0783 -0.0033
H -0.0317 -0.0266 0.0036
H 0.0431 -0.0468 0.0442

This record from OMol25 describes a structure of composition C36H42N4NbO10 at a distorted geometry. The level of theory is ωB97M-V/def2-TZVPD.

As for the spin multiplicity: 1. Its charge is -1. The value obtained for the HOMO-LUMO gap is 4.9 eV.

Atoms and positions in Å:
C (-0.3682, 0.7965, -3.7198)
O (-1.8151, 0.7333, -3.4400)
C (-2.5962, 1.3334, -4.5695)
Nb (-4.7913, 1.2627, -3.9920)
C (-5.1045, 3.5006, -4.1250)
C (-3.8707, 4.4486, -3.6208)
C (-3.0032, 3.8710, -2.3577)
O (-3.0907, 4.8122, -4.8109)
C (-2.3360, 6.0606, -4.6426)
C (-1.5465, 6.2902, -6.0997)
C (-1.4324, 7.7222, -6.8842)
C (-0.6371, 7.6851, -8.3547)
C (-0.0133, 6.2813, -9.0078)
C (-0.1125, 4.8298, -8.1823)
C (-0.8944, 4.8903, -6.7423)
H (0.1729, 1.2554, -2.7602)
H (-0.0828, 1.4442, -4.6517)
H (0.0806, -0.2881, -3.8730)
H (-2.1705, 2.3800, -4.8684)
H (-2.3858, 0.6181, -5.4967)
H (-5.1822, 1.1429, -5.7914)
H (-4.6513, -0.5500, -3.9266)
H (-4.4414, 1.2900, -2.1862)
H (-6.5969, 1.0749, -3.7052)
H (-6.0807, 3.8351, -3.5402)
H (-5.3017, 3.7894, -5.2661)
H (-4.3706, 5.4631, -3.2365)
H (-2.0149, 3.2921, -2.6610)
H (-2.6573, 4.8230, -1.7286)
H (-3.6687, 3.2386, -1.5945)
H (-1.5232, 5.9699, -3.7736)
H (-2.9882, 6.9981, -4.3625)
H (-1.9067, 8.6981, -6.4245)
H (-0.5232, 8.6815, -8.9989)
H (0.5211, 6.2355, -10.0638)
H (0.3039, 3.8135, -8.5892)
H (-0.9937, 3.8776, -6.1413)
C (3.2251, -3.4394, -1.5876)
C (4.3282, -2.7543, -2.0994)
C (4.3304, -1.3586, -2.1348)
C (3.2195, -0.6556, -1.6485)
C (2.1075, -1.3410, -1.1413)
C (2.1157, -2.7370, -1.1137)
N (3.2263, 0.8121, -1.6595)
O (4.2206, 1.3815, -2.1338)
O (2.2398, 1.3977, -1.1904)
H (3.2303, -4.5276, -1.5568)
H (5.1885, -3.3088, -2.4682)
H (5.1978, -0.8395, -2.5366)
H (1.2367, -0.8082, -0.7653)
H (1.2586, -3.2782, -0.7191)
C (6.6502, -5.4514, 3.3565)
C (6.0130, -4.3526, 2.7780)
C (4.8133, -4.5243, 2.0847)
C (4.2557, -5.8061, 1.9803)
C (4.8972, -6.9121, 2.5535)
C (6.0980, -6.7284, 3.2420)
N (2.9817, -5.9893, 1.2747)
O (2.4548, -4.9891, 0.7650)
O (2.5040, -7.1321, 1.2326)
H (7.5825, -5.3117, 3.9009)
H (6.4503, -3.3607, 2.8703)
H (4.3290, -3.6578, 1.6396)
H (4.4781, -7.9132, 2.4759)
H (6.6021, -7.5802, 3.6930)
C (0.7893, -3.3027, 7.1590)
C (1.6513, -4.1315, 6.4392)
C (2.6322, -3.5750, 5.6160)
C (2.7445, -2.1808, 5.5243)
C (1.8755, -1.3464, 6.2398)
C (0.8966, -1.9146, 7.0576)
N (3.7900, -1.5897, 4.6806)
O (4.5270, -2.3613, 4.0486)
O (3.8787, -0.3539, 4.6517)
H (0.0297, -3.7412, 7.8038)
H (1.5605, -5.2124, 6.5222)
H (3.2963, -4.2346, 5.0616)
H (1.9482, -0.2628, 6.1741)
H (0.2191, -1.2753, 7.6194)
C (-5.2430, -0.3124, 4.8170)
C (-5.6882, 0.1505, 6.0563)
C (-4.8370, 0.1176, 7.1625)
C (-3.5345, -0.3788, 7.0147)
C (-3.0875, -0.8512, 5.7735)
C (-3.9489, -0.8159, 4.6751)
N (-2.6265, -0.3924, 8.1679)
O (-3.0653, 0.0164, 9.2533)
O (-1.4725, -0.8076, 7.9894)
H (-5.9085, -0.2795, 3.9561)
H (-6.6987, 0.5401, 6.1593)
H (-5.1989, 0.4821, 8.1215)
H (-2.0809, -1.2437, 5.6458)
H (-3.6103, -1.1775, 3.7067)

Force components x, y, z for each atom (eV/Å):
C 0.7553 -0.2019 0.9265
O 1.6235 1.2495 -1.7129
C 1.6462 -1.1861 -1.6760
Nb 0.9941 1.6865 0.3334
C -0.5709 2.0210 -0.4061
C -1.5497 0.6397 0.8481
C 0.4891 1.0548 0.7860
O 0.5998 1.5388 1.5082
C 1.3136 0.0769 -0.7056
C 1.3434 -0.1274 -2.6659
C 1.7753 -4.5867 -1.5909
C -0.1824 -3.1166 1.2717
C -1.6440 -0.4492 3.5580
C -2.4226 4.5562 2.3468
C 0.7638 2.5117 -2.3088
H -1.1091 -0.9087 -2.0369
H -0.7529 -1.1346 1.6792
H -0.9745 1.9994 0.1855
H -0.6839 -1.6274 0.6177
H -0.4006 1.4925 1.5269
H -0.1911 -0.4697 -0.1048
H -0.3157 -0.4017 -0.0016
H -0.3193 -0.4196 0.4402
H -0.1775 -0.2812 -0.3763
H 1.9433 -0.5845 -1.1163
H 0.3719 -0.5228 2.3509
H 1.0589 -1.9255 -0.6708
H -2.3219 0.9667 0.5366
H -0.5193 -1.9283 -1.2788
H 1.4635 1.2240 -2.0860
H -1.6036 0.0362 -1.8796
H 0.8971 -1.8321 -0.7548
H 1.1528 -2.2193 -1.1796
H -0.3131 -2.4522 1.6364
H -1.3073 0.4850 2.4827
H -0.8934 2.3261 0.8149
H 0.0586 2.4736 -1.2645
C 0.0342 0.1540 -0.0901
C -0.3517 0.2268 0.1533
C -0.0629 0.0504 0.0544
C 0.0416 -0.9975 0.0124
C 0.0617 -0.0158 -0.0188
C 0.2757 0.2513 -0.1770
N -0.1337 1.3896 0.0384
O -1.3752 -0.7690 0.6558
O 1.5590 -0.8660 -0.6890
H -0.0357 0.2722 -0.0220
H -0.1564 0.1644 0.0497
H -0.3304 0.0724 0.1524
H 0.3039 0.0597 -0.1761
H 0.2034 0.1723 -0.0884
C -0.1574 0.0703 -0.1333
C 0.0512 -0.4566 -0.0969
C -0.0398 -0.1571 -0.0780
C 0.8794 0.2521 0.4895
C 0.0366 -0.0262 0.0542
C -0.2797 0.2600 -0.1854
N -1.1601 -0.1829 -0.5800
O 0.7189 -1.5984 0.8790
O 0.6568 1.6237 0.0092
H -0.1867 -0.0229 -0.1205
H -0.2037 -0.2456 -0.0495
H -0.0379 -0.3178 0.0686
H -0.0650 0.3475 -0.0905
H -0.1533 0.1374 -0.1184
C 0.1480 0.0640 -0.1390
C 0.0422 0.3815 -0.0498
C 0.0069 0.0632 0.0104
C -0.6742 -0.4071 0.5454
C 0.0862 -0.1475 -0.0541
C 0.3973 -0.0961 -0.0990
N 0.7573 0.8305 -0.6268
O -1.0141 1.1908 0.9087
O -0.0682 -1.9365 -0.0059
H 0.1336 0.1099 -0.1256
H 0.0666 0.2200 -0.0731
H -0.0433 0.3257 0.0412
H 0.1492 -0.3033 -0.1118
H 0.7529 -0.3786 -0.3594
C 0.0738 -0.0145 0.0841
C 0.4070 -0.1495 0.0188
C 0.0235 -0.0023 -0.0220
C -0.5641 0.0192 -0.7560
C -0.0374 0.0297 0.0300
C -0.0938 0.1126 0.3540
N 0.2221 0.2318 1.1773
O 0.8220 -0.6908 -1.6786
O -2.1457 0.7269 0.5053
H 0.1605 -0.0095 0.1754
H 0.2395 -0.0783 0.0299
H 0.2923 -0.1289 -0.1658
H -0.2009 0.1420 0.2166
H -0.0293 0.0838 0.2332

This record from OMol25 describes a structure of composition C22H54Hg2N2O18 at a distorted geometry. The level of theory is ωB97M-V/def2-TZVPD.

As for the spin multiplicity: 1. For the energy above the lowest of the compared OMol25 structures with the same formula, charge and spin, the calculation gives 85.5 kcal/mol. The value obtained for the HOMO-LUMO gap is 5.7 eV.

Atoms and positions in Å:
Hg (0.8855, -1.4386, -2.8774)
Hg (-1.9562, 0.8947, -1.7803)
C (-0.9705, -1.5012, -0.7176)
O (-1.3555, -0.5629, 0.0054)
O (0.2134, -1.9581, -0.7335)
O (-1.4400, -1.4851, -1.8894)
C (0.5193, 1.3485, -3.0106)
O (1.6782, 0.8677, -2.9717)
O (0.0267, 1.9484, -2.0227)
O (-0.3167, 0.5404, -3.5325)
C (3.9235, -2.3258, -1.0399)
C (3.4758, -2.7574, 0.3497)
O (2.2642, -3.5118, 0.3866)
O (2.9187, -1.4872, -1.6410)
H (4.0150, -3.2606, -1.5942)
H (4.9000, -1.8446, -0.9734)
H (3.3573, -1.9159, 1.0367)
H (4.2800, -3.3652, 0.7689)
H (1.6008, -2.9624, -0.0497)
H (2.8879, -0.6351, -1.1752)
C (2.0271, 1.4553, 0.5817)
C (2.0683, 2.9748, 0.8168)
O (1.7453, 3.7218, -0.3333)
O (2.8869, 1.1164, -0.5155)
H (1.0150, 1.0715, 0.4315)
H (2.3488, 0.9060, 1.4680)
H (3.0308, 3.3011, 1.2124)
H (1.4031, 3.1030, 1.6762)
H (1.1196, 3.2015, -0.8512)
H (2.3800, 1.3079, -1.3169)
C (-0.8024, -2.2700, 2.9530)
C (-2.1251, -1.5522, 3.4108)
O (-2.9881, -1.4416, 2.3140)
O (0.0959, -1.3769, 2.3542)
H (-0.9703, -3.0977, 2.2607)
H (-0.4009, -2.6946, 3.8749)
H (-1.8362, -0.5759, 3.8047)
H (-2.4993, -2.1816, 4.2186)
H (-2.4985, -1.1903, 1.5239)
H (-0.1620, -1.2360, 1.4338)
C (-3.7847, -4.2188, 0.3721)
C (-4.1132, -3.4159, -0.8993)
O (-3.2494, -3.7554, -1.9728)
O (-4.1240, -5.5865, 0.4417)
H (-4.5077, -3.8381, 1.0987)
H (-2.8211, -3.9881, 0.8264)
H (-3.9042, -2.3900, -0.5871)
H (-5.1699, -3.5344, -1.1373)
H (-2.5663, -3.0808, -2.0679)
H (-3.3498, -6.1522, 0.3961)
C (-1.7522, -2.7278, -5.1382)
O (-0.4401, -2.2337, -4.8922)
C (0.3105, -2.1961, -6.0995)
C (1.6126, -1.3950, -5.9318)
N (2.3490, -1.6238, -4.6832)
C (3.1339, -2.8576, -4.5588)
C (2.3285, -4.1517, -4.1533)
O (1.3211, -3.8433, -3.2232)
C (0.4649, -4.9603, -2.9344)
H (-2.3230, -1.8931, -5.5539)
H (-2.2096, -2.9719, -4.1814)
H (-1.7706, -3.5055, -5.9025)
H (-0.2719, -1.7905, -6.9293)
H (0.5165, -3.2300, -6.3891)
H (1.4190, -0.3305, -5.7957)
H (2.2101, -1.6660, -6.8047)
H (3.0316, -0.8818, -4.5963)
H (3.8740, -2.7641, -3.7648)
H (3.7268, -3.0516, -5.4555)
H (3.0504, -4.8430, -3.7123)
H (1.9193, -4.6848, -5.0151)
H (0.9083, -5.9495, -3.0523)
H (-0.3191, -4.8697, -3.6889)
H (0.0470, -4.8877, -1.9320)
C (0.4012, 8.6738, 6.3219)
O (-0.6545, 7.8967, 6.8210)
C (-1.7103, 7.6276, 5.9476)
C (-1.3874, 6.6975, 4.7929)
N (-1.1653, 5.3612, 5.3355)
C (-0.6957, 4.4009, 4.3286)
C (-1.6646, 4.2081, 3.1214)
O (-1.1441, 3.2603, 2.2563)
C (-0.9946, 1.9409, 2.7453)
H (1.0581, 8.9838, 7.1337)
H (0.0296, 9.6442, 5.9782)
H (0.8827, 8.1353, 5.5052)
H (-2.0019, 8.5922, 5.5180)
H (-2.5560, 7.2982, 6.5503)
H (-0.5492, 7.1263, 4.2313)
H (-2.1516, 6.8305, 4.0247)
H (-0.4016, 5.5746, 5.9660)
H (-0.4719, 3.4652, 4.8412)
H (0.2779, 4.7343, 3.9559)
H (-1.8947, 5.1436, 2.6128)
H (-2.6361, 3.8433, 3.4697)
H (-1.3892, 1.2471, 2.0025)
H (-1.5263, 1.7602, 3.6814)
H (0.0535, 1.6934, 2.9199)

Force components x, y, z for each atom (eV/Å):
Hg -0.3799 -0.3902 -0.1466
Hg 1.8116 -1.1212 -0.3095
C 3.3210 2.4647 -3.5296
O -1.6432 1.2883 3.7840
O 1.2020 -1.8548 2.5638
O -3.7714 -0.7486 -3.4393
C -0.3223 -5.3908 2.5917
O 3.1387 2.1311 -0.8448
O -0.9295 4.4525 2.4066
O -3.2532 -0.6182 -3.3244
C -1.0631 -0.3190 0.8794
C -0.2326 -0.1715 0.6330
O 1.0616 -0.0018 -0.5275
O 1.0842 -0.5650 -0.2014
H -0.1109 0.2215 -0.4881
H -0.0494 0.2488 -0.1722
H 0.1234 0.3796 -0.1747
H -0.0828 -0.2326 0.0377
H -0.4456 0.1105 0.1196
H 0.2591 0.5201 0.3996
C 0.7729 0.3961 -0.0958
C -0.2847 -1.0698 0.7370
O 0.0625 -0.0234 0.3959
O -0.3280 -0.6819 0.5507
H -0.2345 0.2889 -0.3738
H 0.3666 0.1854 0.0679
H 0.2899 -0.1199 -0.4939
H -0.5445 0.5690 -0.1766
H -0.2416 0.0278 -0.1709
H 0.1571 0.1536 -0.6281
C -0.8704 0.6058 0.7706
C 2.1100 -1.1536 -1.0607
O -1.2823 -0.0240 0.1831
O 0.5997 0.3145 0.2684
H -0.5154 -0.1700 0.1212
H 0.6583 0.1041 -0.1489
H -0.0309 0.0442 0.1619
H -0.8120 0.1693 -0.2193
H 0.3036 0.2479 0.0394
H 0.0987 0.0743 0.1428
C -1.6674 0.7339 1.1284
C 1.5759 -0.7087 0.9146
O -0.4284 -0.3702 -0.5444
O 0.2848 -0.7265 -0.6909
H 0.1469 0.6780 0.1368
H 0.3451 -0.1029 -0.4679
H -0.3479 0.2574 -0.0779
H 0.1009 -0.0906 -0.3531
H -0.0052 0.2813 0.2102
H 0.0790 0.1395 -0.2425
C -0.2658 1.2460 0.0649
O 0.2089 -0.2377 -0.8031
C 0.3091 -0.1626 0.7339
C -0.4686 -0.1641 0.4935
N 0.5216 -1.1584 0.1218
C -0.3752 -1.3240 0.5118
C 0.5065 0.6075 -0.5778
O 0.6738 -0.7450 0.5799
C -0.6624 0.4749 -0.7058
H -0.2366 0.0182 -0.0785
H 0.1041 -0.4399 -0.1979
H 0.1306 -0.4398 0.3830
H -0.0557 0.3932 0.0674
H 0.2611 -0.1607 -0.0210
H -0.3631 0.0686 -0.9447
H 0.2263 0.4906 -0.1286
H -0.3042 0.3884 0.3067
H -0.1792 0.6147 0.0633
H -0.2141 -0.1840 -0.2651
H 0.1070 -0.0401 0.1212
H -0.2688 0.2122 -0.2118
H 0.5681 0.2173 0.0360
H -0.4042 -0.3502 0.2271
H 0.1405 0.3326 -0.0582
C -0.5841 0.4935 -0.2473
O 0.5027 -0.6593 1.3258
C -0.4134 1.2939 -0.8309
C -0.2269 0.5831 0.1017
N -0.2299 0.4465 -0.8572
C 0.0977 0.6795 -0.0966
C -0.0443 -0.4071 1.9983
O 0.4370 -0.1463 -1.2754
C -0.1202 -0.1257 0.0533
H 0.2147 -0.7638 0.0583
H -0.2307 -0.0110 -0.5317
H 0.5205 0.3090 0.0781
H -0.2520 0.1478 -0.2101
H 0.1710 -0.3643 -0.0202
H 0.6617 -0.1981 0.1539
H -0.6169 -0.7027 0.3822
H 0.0480 -0.7054 0.4385
H -0.3992 -0.1744 -0.1154
H 0.0912 0.0285 -0.5307
H 0.5273 -0.1005 -0.3276
H -0.1509 0.0634 0.4275
H 0.0582 -0.0081 -0.0442
H -0.1815 0.1829 0.0407
H 0.0840 0.0480 -0.0303